# 1
Molecular formula: C6H6
Method: DFT, ωB97M-V/def2-TZVPD

Values from the calculation:
Gap between HOMO and LUMO: 8.7 eV
Charge: 0

XYZ file:
```
12
Properties=species:S:1:pos:R:3:mulliken_charge:R:1
C -0.733 -0.771 -0.967 0.18
C -0.685 -1.085 -2.216 -0.33
C -1.142 0.791 0.633 -0.42
C -1.065 -0.740 0.463 -0.38
C 0.127 0.064 0.046 0.42
C 1.565 0.219 -0.145 -1.26
H -1.680 1.293 -0.107 0.27
H -0.957 1.285 1.683 0.22
H -1.024 -1.943 1.352 0.27
H 1.775 1.068 -0.803 0.30
H 1.878 -0.590 -0.774 0.36
H 1.941 0.408 0.835 0.35
```



# 2
Molecular formula: C6H6
Method: DFT, ωB97M-V/def2-TZVPD

Values from the calculation:
SMILES: C=C=C=CC=C
Gap between HOMO and LUMO: 8.3 eV
Charge: 0

XYZ file:
```
12
Properties=species:S:1:pos:R:3:mulliken_charge:R:1
C -2.819 0.196 -1.657 -0.75
C -1.831 0.237 -0.791 0.01
C -0.636 -0.012 -0.276 0.34
C 0.587 -0.531 -0.006 -0.33
C 1.848 -0.410 0.900 -0.15
C 1.917 0.663 1.727 -0.72
H -2.816 -0.798 -2.175 0.22
H -3.754 0.918 -1.796 0.23
H 0.838 -1.386 -0.605 0.24
H 2.562 -1.128 0.655 0.36
H 2.759 0.709 2.392 0.26
H 1.347 1.540 1.633 0.29
```



# 3
Molecular formula: C6H6
Method: DFT, ωB97M-V/def2-TZVPD

Values from the calculation:
Gap between HOMO and LUMO: 7.9 eV
Charge: 0

XYZ file:
```
12
Properties=species:S:1:pos:R:3:mulliken_charge:R:1
C 1.354 -0.253 -0.068 -0.34
C 0.330 -1.183 -0.003 -0.29
C -0.990 -0.708 0.116 -0.29
C -1.212 0.749 0.183 -0.16
C -0.171 1.712 0.226 -0.99
C 1.101 1.121 0.097 -0.02
H 2.377 -0.605 -0.198 0.34
H 0.523 -2.251 -0.044 0.36
H -1.832 -1.389 0.223 0.42
H -2.263 1.046 0.201 0.39
H -1.199 -0.001 -0.903 0.26
H 1.983 1.762 0.169 0.32
```



# 4
Molecular formula: C6H6
Method: DFT, ωB97M-V/def2-TZVPD

Values from the calculation:
Gap between HOMO and LUMO: 9.1 eV
Charge: 0

XYZ file:
```
12
Properties=species:S:1:pos:R:3:mulliken_charge:R:1
C -1.679 -0.924 0.058 0.46
C -1.004 -1.974 -0.052 -0.73
C -2.275 0.353 -0.158 -0.56
C -1.191 1.011 0.032 -0.38
C -0.124 -0.777 0.490 0.36
C 1.159 -0.537 -0.192 -1.44
H -3.238 0.600 -0.442 0.45
H -0.590 1.847 -0.157 0.43
H -0.057 -0.940 1.561 0.28
H 1.773 0.185 0.309 0.40
H 1.162 -0.321 -1.284 0.31
H 1.704 -1.466 -0.137 0.43
```



# 5
Molecular formula: C6H6
Method: DFT, ωB97M-V/def2-TZVPD

Values from the calculation:
SMILES: C=C1C23CC12C3
Gap between HOMO and LUMO: 10.9 eV
Charge: 0

XYZ file:
```
12
Properties=species:S:1:pos:R:3:mulliken_charge:R:1
C -1.871 0.947 -0.667 -0.56
C -0.809 0.320 -0.288 0.58
C 0.644 0.258 -0.257 -0.06
C 1.113 -1.056 -0.658 -0.39
C -0.261 -0.858 0.554 -0.61
C 0.732 0.158 1.254 -0.35
H -2.896 0.790 -0.239 0.26
H -1.706 1.946 -1.259 0.21
H 0.902 -1.546 -1.662 0.25
H 2.028 -1.547 -0.158 0.20
H 1.736 -0.277 1.475 0.14
H 0.389 0.865 1.904 0.33
```



# 6
Molecular formula: C6H6
Method: DFT, ωB97M-V/def2-TZVPD

Values from the calculation:
Gap between HOMO and LUMO (spin up / spin down): 8.5 / 7.0 eV
Charge: 0

XYZ file:
```
12
Properties=species:S:1:pos:R:3:mulliken_charge:R:1
C 1.059 -1.667 0.285 -0.45
C 1.288 -1.031 -0.938 -0.34
C 0.004 -0.700 0.344 -0.11
C 0.944 0.180 -0.215 0.84
C -2.539 -1.052 0.026 -0.80
C 1.495 1.536 0.091 -0.98
H -2.510 -0.224 -0.697 0.29
H -2.551 -0.981 1.052 0.36
H -2.073 -1.910 -0.378 0.32
H 1.128 2.361 -0.745 0.25
H 2.674 1.583 0.212 0.26
H 1.079 1.906 0.965 0.36
```



Respective energy relative to the best compared isomer or geometry (same formula, charge and spin) values: 8.518 4.952 4.715 7.720 5.781 10.914 eV.